1.
Computed, not measured: a 4-piece molecular cluster, C2H12N2O3 overall at a distorted geometry, with ωB97M-V with the def2-TZVPD basis set.

Each line ends with the Mulliken charge.
Atoms and positions in Å:
H  0.965  1.215  1.931  0.1545
N  0.897  0.787  1.015  -0.5524
C  1.568  1.585  0.232  -0.0477
N  1.261  1.846  -1.047  -0.1970
C  2.160  2.640  -1.891  -0.7953
H  2.319  2.162  0.753  0.2771
H  0.612  1.133  -1.355  0.2729
H  2.243  3.649  -1.548  0.2711
H  3.141  2.215  -2.015  0.3218
H  1.678  2.515  -2.908  0.3006
O  -2.663  -3.016  0.525  -0.6406
H  -2.968  -3.870  0.840  0.2958
H  -1.699  -3.037  0.588  0.3391
O  -2.623  -0.188  -0.227  -0.6675
H  -1.755  -0.211  0.188  0.3002
H  -3.052  -1.017  0.026  0.3606
O  0.287  -2.350  1.055  -0.6661
H  0.318  -1.383  1.111  0.3656
H  0.900  -2.626  1.744  0.3073

**E_LUMO**: 0.79 eV
**E_HOMO**: -9.252 eV
**Gap between HOMO and LUMO**: 10.037 eV
**Relative energy (zero: lowest compared OMol25 entry of this formula, charge and spin)**: 85.0 kJ/mol
**SMILES string**: [H]/N=C/NC.O.O.O
**Net charge**: 0


2.
Computed, not measured: one molecule with the formula C4H4O2, with ωB97M-V with the def2-TZVPD basis set.

Each line ends with the Mulliken charge.
Atoms and positions in Å:
C  2.213  -0.274  -0.436  0.1718
C  1.124  -0.087  0.044  -0.6696
C  -0.213  0.261  0.570  0.0167
O  -0.582  1.566  0.225  -0.5321
C  -1.253  -0.698  -0.021  0.0847
O  -1.811  -0.409  -1.050  -0.4752
H  3.180  -0.406  -0.870  0.4118
H  -0.210  0.171  1.662  0.2701
H  -0.977  1.482  -0.659  0.3586
H  -1.491  -1.625  0.531  0.3631

**E_LUMO**: 0.52 eV
**E_HOMO**: -10.295 eV
**Gap between HOMO and LUMO**: 10.817 eV
**Relative energy (zero: lowest compared OMol25 entry of this formula, charge and spin)**: 200.6 kJ/mol
**SMILES string**: C#C[C@@H](O)C=O
**Net charge**: 0


3.
Computed, not measured: C78H61F9N11OP3SeZr as an isolated structure at a distorted geometry, with ωB97M-V with the def2-TZVPD basis set.

Each line ends with the Mulliken charge.
Atoms and positions in Å:
Zr  0.323  -0.722  0.420  -0.7568
C  -1.784  -2.314  -1.164  -0.8563
P  -0.001  -2.539  -1.763  2.5158
C  -0.287  -4.143  -2.613  0.8277
C  -1.006  -4.138  -3.810  -0.6898
C  -1.237  -5.317  -4.492  -1.0039
C  -0.766  -6.518  -3.983  -0.8128
C  -0.086  -6.535  -2.777  -1.1321
C  0.145  -5.354  -2.088  -0.4846
C  0.235  -1.454  -3.220  -0.4429
C  0.982  -1.865  -4.322  -0.0100
C  1.192  -1.001  -5.381  -1.0430
C  0.675  0.286  -5.344  -1.2407
C  -0.028  0.716  -4.230  -0.0096
C  -0.223  -0.143  -3.158  0.1053
C  -1.587  -2.991  0.152  -0.0708
C  -1.820  -4.287  0.546  -0.7111
C  -1.069  -4.492  1.728  -1.5788
C  -0.394  -3.323  1.991  -0.4994
C  0.774  -3.033  2.881  -0.0078
P  2.086  -2.509  1.654  0.5581
C  2.708  -4.167  1.143  1.2951
C  2.762  -4.512  -0.204  -0.3645
C  3.136  -5.790  -0.589  -0.6089
C  3.453  -6.740  0.364  -0.8394
C  3.428  -6.398  1.706  -0.9930
C  3.068  -5.121  2.091  -0.6789
C  3.431  -1.807  2.678  1.0148
C  3.801  -2.341  3.909  -0.5393
C  4.854  -1.788  4.615  -0.9570
C  5.529  -0.689  4.112  -0.6921
C  5.138  -0.122  2.909  -0.7145
C  4.092  -0.678  2.194  -0.3365
N  -0.725  -2.383  1.035  1.6839
H  -2.505  -2.857  -1.779  1.2325
H  -2.099  -1.263  -1.067  -0.7165
H  -1.375  -3.206  -4.216  0.3754
H  -1.778  -5.299  -5.427  0.4976
H  -0.939  -7.438  -4.521  0.4313
H  0.276  -7.471  -2.375  0.5368
H  0.661  -5.385  -1.142  0.8728
H  1.369  -2.873  -4.359  0.6377
H  1.749  -1.335  -6.242  0.5235
H  0.810  0.953  -6.181  0.5353
H  -0.416  1.726  -4.213  0.6262
H  -0.782  0.183  -2.281  -0.5210
H  -2.456  -4.998  0.058  0.7056
H  -1.036  -5.397  2.302  0.7089
H  1.067  -3.927  3.434  1.2673
H  0.601  -2.204  3.576  -0.8198
H  2.494  -3.792  -0.970  0.4401
H  3.161  -6.043  -1.637  0.5368
H  3.714  -7.742  0.063  0.4361
H  3.684  -7.130  2.454  0.4761
H  3.076  -4.874  3.140  0.2416
H  3.265  -3.177  4.331  0.3358
H  5.142  -2.218  5.561  0.4674
H  6.351  -0.263  4.664  0.4393
H  5.645  0.753  2.530  0.4945
H  3.766  -0.221  1.261  0.3868
C  4.024  0.772  -3.996  -0.9834
N  3.413  0.235  -2.803  1.7725
C  2.394  0.680  -2.067  -1.4294
N  2.181  -0.142  -1.033  1.1834
C  3.163  -1.080  -1.200  -1.5476
N  3.899  -0.870  -2.251  -1.2688
C  5.169  1.702  -3.651  0.5803
C  6.464  1.486  -4.106  -0.8302
C  7.470  2.391  -3.792  -0.6642
C  7.209  3.501  -3.009  -0.9507
C  5.920  3.697  -2.515  -0.1530
C  4.910  2.801  -2.852  0.1325
C  5.577  4.797  -1.643  0.6048
N  6.286  5.821  -1.281  -0.5029
N  5.535  6.563  -0.464  -0.4629
C  4.384  5.969  -0.342  0.5742
O  4.342  4.826  -1.072  -0.2353
C  3.247  6.374  0.451  -0.3267
C  3.254  7.596  1.117  -0.9975
C  2.152  7.967  1.865  -0.6911
C  1.052  7.131  1.960  -1.0191
C  1.042  5.904  1.301  0.7946
C  -0.197  5.034  1.430  -1.4789
N  -0.143  3.814  0.669  1.8939
C  0.118  2.576  1.088  -1.5584
N  0.041  1.717  0.066  1.3738
C  -0.277  2.538  -0.977  -1.1637
N  -0.385  3.791  -0.637  -0.9605
C  2.139  5.530  0.549  0.0043
H  3.261  1.303  -4.571  0.1685
H  4.391  -0.080  -4.571  0.4365
H  1.846  1.576  -2.284  0.7964
H  3.361  -1.894  -0.527  0.9393
H  6.693  0.618  -4.705  0.4553
H  8.470  2.216  -4.158  0.4174
H  7.985  4.209  -2.767  0.5645
H  3.912  2.981  -2.478  0.6309
H  4.118  8.233  1.035  0.5835
H  2.142  8.917  2.376  0.4203
H  0.196  7.430  2.544  0.5216
H  -1.060  5.603  1.069  0.5073
H  -0.360  4.770  2.479  0.4418
H  0.346  2.336  2.109  -0.1413
H  -0.449  2.223  -1.985  0.4628
H  2.162  4.587  0.023  0.7327
Se  2.191  1.362  4.406  0.0571
C  1.413  0.521  3.159  0.6073
N  0.825  -0.026  2.274  -0.1995
C  -5.634  2.260  -5.231  -1.5453
C  -4.740  1.646  -4.211  0.8671
C  -4.358  2.341  -3.065  -1.4390
C  -3.507  1.729  -2.165  -0.1139
N  -3.013  0.506  -2.315  1.0773
C  -3.386  -0.158  -3.406  -0.1285
C  -4.238  0.354  -4.365  -1.3554
H  -6.098  3.166  -4.849  0.3927
H  -6.413  1.563  -5.532  0.4032
H  -5.057  2.518  -6.120  0.3026
H  -4.718  3.342  -2.875  0.4720
H  -3.187  2.246  -1.270  0.1481
H  -2.968  -1.149  -3.517  0.2091
H  -4.505  -0.243  -5.224  0.5697
F  -6.070  4.912  4.531  -0.2520
C  -6.133  4.730  3.205  0.6607
F  -7.410  4.466  2.903  -0.2454
F  -5.821  5.898  2.631  -0.2844
C  -5.213  3.615  2.768  0.2456
C  -4.238  3.840  1.810  -0.8940
C  -3.383  2.808  1.453  0.4692
C  -3.501  1.556  2.037  -0.5954
C  -4.507  1.338  2.979  -0.4217
C  -5.357  2.359  3.350  -1.1080
P  -2.395  0.117  1.660  3.1802
C  -3.786  -0.994  1.169  0.2953
C  -4.646  -0.436  0.217  -0.5949
C  -5.559  -1.214  -0.464  -0.9584
C  -5.621  -2.575  -0.198  -0.2044
C  -4.834  -3.130  0.801  -0.9955
C  -3.915  -2.343  1.479  0.0960
C  -6.458  -3.469  -1.078  0.7696
F  -7.386  -2.799  -1.765  -0.2855
F  -5.664  -4.068  -2.000  -0.2473
F  -7.066  -4.449  -0.411  -0.2716
C  -1.938  -0.122  3.437  0.0623
C  -1.779  -1.351  4.065  -0.4647
C  -1.217  -1.429  5.329  -1.1037
C  -0.799  -0.273  5.972  0.3557
C  -1.018  0.969  5.394  -1.3233
C  -1.582  1.037  4.136  -0.1264
C  0.054  -0.416  7.203  0.6847
F  0.327  0.745  7.794  -0.2946
F  -0.472  -1.230  8.118  -0.2755
F  1.244  -0.959  6.843  -0.1821
H  -4.149  4.814  1.351  0.6450
H  -2.624  2.991  0.707  -0.0559
H  -4.614  0.362  3.433  0.4182
H  -6.126  2.192  4.088  0.5042
H  -4.600  0.618  -0.013  0.4689
H  -6.207  -0.774  -1.208  0.5443
H  -4.916  -4.182  1.022  0.5676
H  -3.308  -2.802  2.241  0.5107
H  -2.051  -2.266  3.566  0.2258
H  -1.064  -2.387  5.802  0.5281
H  -0.720  1.868  5.912  0.5475
H  -1.728  2.011  3.691  0.3786

**E_LUMO**: -5.92 eV
**E_HOMO**: -12.222 eV
**Gap between HOMO and LUMO**: 6.303 eV
**Net charge**: +2


4.
Computed, not measured: a 14-piece molecular cluster, C5H41N3O13 overall at a distorted geometry, with ωB97M-V with the def2-TZVPD basis set.

Each line ends with the Mulliken charge.
Atoms and positions in Å:
C  -1.393  -2.198  -0.613  -0.0145
C  0.069  -2.569  -0.395  -0.6286
C  0.926  -2.779  -1.637  -0.8504
C  0.924  -1.701  -2.750  -0.5970
N  0.675  -0.341  -2.251  0.4276
C  0.866  0.660  -3.336  -0.3513
N  0.219  1.908  -3.040  -0.5306
N  -2.013  -2.785  -1.806  -0.5200
H  -1.525  -1.113  -0.711  -0.3652
H  -1.998  -2.509  0.233  0.5562
H  0.137  -3.465  0.212  0.4446
H  0.505  -1.803  0.258  0.2497
H  1.968  -2.918  -1.349  0.4563
H  0.665  -3.762  -2.146  0.2964
H  1.900  -1.679  -3.263  0.5712
H  0.201  -1.956  -3.528  0.2830
H  -0.263  -0.268  -1.872  0.0226
H  1.948  0.821  -3.499  0.4602
H  0.440  0.327  -4.315  0.2066
H  0.717  2.479  -2.378  0.3061
H  -0.725  1.776  -2.707  0.2194
H  -2.203  -3.783  -1.684  0.2691
H  -1.420  -2.654  -2.603  0.0833
H  -2.922  0.935  -0.289  0.3405
H  -2.809  0.652  -1.802  0.2600
O  -2.522  1.307  -1.111  -0.5107
H  -3.190  -1.485  -2.417  0.3766
H  -4.287  -0.559  -3.064  0.2691
O  -3.345  -0.616  -2.882  -0.7840
H  2.390  -0.098  4.599  0.4825
H  2.275  1.479  4.541  0.4076
O  1.950  0.668  5.016  -0.8185
H  0.611  1.915  1.141  0.0885
H  -0.314  3.071  1.692  0.3750
O  0.423  2.450  1.926  -0.6781
H  -4.388  -0.299  1.109  0.3040
H  -3.035  -0.198  1.887  0.3918
O  -3.609  0.256  1.200  -0.7221
H  -1.915  3.290  0.188  0.3317
H  -2.280  4.012  1.514  0.3413
O  -1.577  3.891  0.861  -0.7380
H  -1.510  -0.421  3.402  0.4059
H  -2.783  -1.087  3.899  0.3162
O  -2.238  -1.016  3.111  -0.6906
H  2.962  3.573  3.625  0.2931
H  1.823  2.743  2.864  0.5165
O  2.688  2.704  3.335  -0.7871
H  2.415  0.880  1.067  0.1818
H  3.239  1.594  2.152  0.4972
O  3.271  0.844  1.509  -0.7987
H  -1.270  -0.767  -5.296  0.3352
H  -2.120  -0.959  -4.042  0.4482
O  -1.366  -1.350  -4.542  -0.6700
H  4.123  1.260  0.109  0.5229
H  5.495  1.182  -0.604  0.2996
O  4.594  1.487  -0.721  -0.6521
H  2.527  -1.979  3.285  0.3155
H  3.331  -0.777  2.784  0.3687
O  3.149  -1.306  3.573  -0.7161
H  0.352  0.705  4.421  0.4636
H  -0.260  1.460  3.209  0.4287
O  -0.499  0.874  3.933  -0.7899

**E_LUMO (spin up / spin down)**: -2.76 / -7.59 eV
**E_HOMO (spin up / spin down)**: -12.789 / -12.789 eV
**Gap between HOMO and LUMO (spin up / spin down)**: 10.031 / 5.195 eV
**Relative energy (zero: lowest compared OMol25 entry of this formula, charge and spin)**: 0.0 kJ/mol
**Net charge**: +1
**Multiplicity**: 2


5.
Computed, not measured: C23H62AsF6O22S8 as an isolated structure at a distorted geometry, with ωB97M-V with the def2-TZVPD basis set.

Each line ends with the Mulliken charge.
Atoms and positions in Å:
As  11.732  5.713  4.400  2.2291
F  10.530  5.525  5.678  -0.4410
F  11.287  7.376  4.153  -0.3930
F  13.007  5.920  3.184  -0.7156
F  12.174  4.022  4.516  -0.5208
F  10.608  5.328  3.123  -0.5761
F  12.926  6.192  5.577  -0.3859
O  13.016  5.982  12.413  -0.6228
S  11.947  5.050  12.214  1.1661
O  10.719  5.139  12.941  -0.5959
O  11.561  5.064  10.600  -0.2531
C  12.505  5.675  9.729  -0.0380
C  12.690  4.778  8.505  -0.6339
C  12.579  3.376  12.230  -0.9280
H  13.485  5.943  10.122  0.5079
H  12.095  6.611  9.340  -0.1302
H  13.388  5.223  7.799  0.0960
H  11.719  4.706  8.012  0.0119
H  13.009  3.766  8.761  0.3904
H  11.911  2.717  11.688  0.2847
H  12.688  3.047  13.265  0.4122
H  13.596  3.393  11.843  0.3113
O  5.190  6.922  4.035  -0.6480
S  6.580  7.027  3.681  1.1595
O  7.068  6.453  2.448  -0.6150
O  6.960  8.621  3.716  -0.3738
C  8.184  9.020  3.096  0.7573
C  8.024  10.475  2.660  -1.3003
C  7.651  6.487  5.030  0.0713
H  8.419  8.373  2.251  0.3042
H  8.980  8.912  3.841  -0.3332
H  8.524  10.750  1.733  0.3024
H  8.231  11.224  3.424  0.1760
H  6.962  10.566  2.413  0.3704
H  7.419  7.111  5.887  0.0278
H  8.665  6.655  4.689  -0.3537
H  7.465  5.437  5.241  0.3926
O  17.373  6.778  4.854  -0.5757
S  16.923  8.050  5.379  1.1285
O  17.849  8.987  5.942  -0.6540
O  16.090  8.830  4.230  -0.4675
C  15.489  8.006  3.207  0.5785
C  14.332  8.766  2.571  -0.8082
C  15.619  7.694  6.597  -0.6319
H  15.038  7.120  3.660  0.1872
H  16.275  7.724  2.512  0.0287
H  13.681  9.203  3.331  0.2995
H  13.677  8.080  2.036  -0.3117
H  14.636  9.571  1.903  0.3992
H  15.123  8.623  6.854  0.3243
H  16.088  7.178  7.431  0.4514
H  14.943  6.983  6.125  -0.0531
O  18.333  5.670  -0.879  -0.6684
S  17.375  5.845  0.171  1.1868
O  16.542  7.011  0.164  -0.5400
O  16.403  4.556  0.262  -0.4179
C  15.361  4.494  1.272  0.3132
C  14.138  3.923  0.580  -1.0694
C  18.218  5.709  1.756  -0.8520
H  15.104  5.507  1.595  -0.0712
H  15.759  3.927  2.111  0.4160
H  14.400  2.953  0.154  0.4357
H  13.826  4.592  -0.214  0.0773
H  13.343  3.787  1.314  0.2191
H  19.021  4.984  1.753  0.3842
H  17.493  5.570  2.560  0.2033
H  18.502  6.746  1.955  0.3533
O  10.976  9.349  0.522  -0.6002
S  11.060  8.246  -0.407  1.2337
O  10.212  8.192  -1.576  -0.6947
O  12.625  8.257  -0.902  -0.2741
C  13.180  7.160  -1.639  0.7109
C  14.471  7.673  -2.260  -1.3725
C  11.006  6.738  0.599  -0.3776
H  12.546  6.844  -2.474  0.3072
H  13.244  6.389  -0.869  -0.4219
H  14.942  6.911  -2.884  0.4053
H  15.231  7.980  -1.547  0.2483
H  14.216  8.508  -2.913  0.3907
H  11.796  6.852  1.336  -0.1395
H  11.121  5.908  -0.091  0.4358
H  10.074  6.776  1.158  0.1945
O  6.672  3.780  10.258  -0.6960
S  6.987  4.788  9.274  1.1874
O  6.477  4.664  7.928  -0.5928
O  6.531  6.192  9.880  -0.3821
C  6.388  7.282  8.950  0.8300
C  5.857  8.494  9.710  -1.3685
C  8.767  5.040  9.170  -0.8430
H  5.737  7.027  8.117  0.3343
H  7.389  7.502  8.580  -0.4159
H  5.927  8.366  10.790  0.3575
H  4.781  8.610  9.548  0.3592
H  6.311  9.429  9.388  0.2564
H  8.966  5.541  8.219  -0.0518
H  9.266  4.077  9.235  0.4863
H  9.181  5.722  9.909  0.5256
O  10.541  8.656  9.167  -0.7215
S  10.219  8.943  7.802  1.0376
O  9.218  8.168  7.105  -0.1218
O  9.786  10.508  7.736  -0.4225
C  9.447  11.050  6.442  0.4957
C  8.376  12.086  6.672  -1.4135
C  11.744  9.039  6.842  -0.7967
H  9.110  10.284  5.741  -0.2160
H  10.395  11.448  6.068  0.3626
H  8.600  12.927  7.332  0.3747
H  7.481  11.626  7.094  0.2684
H  8.070  12.600  5.757  0.3769
H  12.341  8.129  6.798  -0.0528
H  12.306  9.904  7.188  0.6317
H  11.521  9.202  5.785  0.2134
C  9.799  1.642  4.435  -1.0069
S  8.064  2.066  4.570  0.6622
O  7.244  1.068  3.767  -0.7368
C  7.703  1.523  6.298  -0.6100
H  10.227  1.670  3.436  0.3588
H  9.931  0.586  4.702  0.4646
H  10.395  2.217  5.143  0.2090
H  7.503  2.346  6.988  -0.0424
H  8.521  0.936  6.715  0.3022
H  6.780  0.951  6.267  0.3719

**E_LUMO**: 1.75 eV
**E_HOMO**: -6.762 eV
**Gap between HOMO and LUMO**: 8.510 eV
**Relative energy (zero: lowest compared OMol25 entry of this formula, charge and spin)**: 0.0 kJ/mol
**Net charge**: -1